{
  "formula": "C37H76In2N4O7",
  "method": "the ωB97M-V functional and the def2-TZVPD basis",
  "homo_lumo_gap_ev": 2.1,
  "charge": 4,
  "relative_energy_kj_mol": 599.8,
  "largest_force_ev_per_a": 4.692,
  "homo_energy_ev": -17.2122,
  "species": ["In", "In", "C", "O", "O", "O", "C", "C", "C", "C", "C", "C", "N", "O", "C", "C", "C", "H", "H", "H", "H", "H", "H", "H", "H", "H", "H", "H", "H", "H", "H", "H", "H", "H", "H", "H", "C", "C", "C", "C", "C", "C", "N", "O", "C", "C", "C", "H", "H", "H", "H", "H", "H", "H", "H", "H", "H", "H", "H", "H", "H", "H", "H", "H", "H", "H", "C", "C", "C", "C", "C", "C", "N", "O", "C", "C", "C", "H", "H", "H", "H", "H", "H", "H", "H", "H", "H", "H", "H", "H", "H", "H", "H", "H", "H", "H", "C", "C", "C", "C", "C", "C", "N", "O", "C", "C", "C", "H", "H", "H", "H", "H", "H", "H", "H", "H", "H", "H", "H", "H", "H", "H", "H", "H", "H", "H"],
  "positions_angstrom": [[4.386830, -1.863513, 2.992502], [2.903881, -0.379818, -1.574593], [1.593947, -0.323549, 1.604757], [0.858404, -0.312939, 0.552278], [2.757485, 0.074416, 1.384811], [1.536140, -1.114596, 2.536202], [4.891126, 4.140575, 0.633648], [4.310849, 3.614662, -0.685485], [4.125976, 4.814487, -1.613236], [5.426836, 5.278732, -2.329439], [6.210965, 4.088930, -2.887431], [6.418140, 2.852639, -1.928062], [5.142810, 2.569499, -1.271975], [5.105992, 1.394677, -0.535309], [6.746596, 1.656832, -2.897135], [7.552684, 3.123893, -1.012614], [2.901223, 3.193685, -0.379873], [5.857541, 4.643281, 0.671658], [5.038395, 3.264000, 1.264555], [4.455170, 4.973806, 1.184782], [3.413126, 4.507396, -2.378507], [3.795675, 5.689857, -1.054028], [6.052401, 5.929532, -1.718510], [5.029243, 5.951456, -3.089344], [7.185003, 4.569245, -2.980453], [5.833540, 3.732172, -3.845753], [6.939439, 0.875216, -2.162302], [6.010762, 1.227778, -3.577262], [7.602831, 1.907885, -3.523194], [7.649149, 2.572495, -0.077328], [8.516496, 3.325858, -1.479920], [7.380944, 4.139420, -0.655804], [2.792774, 2.568503, 0.506398], [2.486267, 2.704103, -1.260906], [2.412997, 4.129125, -0.106562], [5.481636, 1.579388, 0.328617], [-0.683241, 0.958279, -2.434081], [-1.347924, -0.234674, -3.143223], [-1.999982, 0.337024, -4.432245], [-2.214842, -0.557345, -5.674607], [-0.892028, -1.174058, -6.088404], [-0.205854, -1.857382, -4.846876], [-0.247623, -1.117085, -3.523578], [0.341738, -1.827635, -2.412996], [-0.977308, -3.204071, -4.646314], [1.305663, -2.043549, -5.240643], [-2.394174, -0.935326, -2.246482], [0.087450, 1.376162, -3.081758], [0.029339, 0.714927, -1.645972], [-1.234749, 1.853450, -2.146642], [-2.938710, 0.817296, -4.156136], [-1.444797, 1.228177, -4.725048], [-2.542055, 0.043713, -6.523000], [-2.928385, -1.318761, -5.359647], [-0.226552, -0.365321, -6.390388], [-1.045417, -1.956344, -6.831772], [-1.599952, -3.107089, -3.756931], [-1.562064, -3.542324, -5.501737], [-0.336145, -4.070378, -4.483470], [1.974092, -2.476067, -4.496182], [1.420817, -2.684016, -6.115079], [1.575648, -1.090762, -5.696071], [-2.932809, -1.641763, -2.878080], [-3.202921, -0.339218, -1.823774], [-1.951763, -1.618021, -1.521022], [-0.272970, -2.557243, -2.306118], [-2.301637, 3.213965, 5.437755], [-2.922362, 2.265555, 4.374589], [-4.476019, 2.607441, 4.320305], [-5.117971, 2.211729, 2.994035], [-4.370999, 2.707830, 1.848421], [-2.895707, 2.265164, 1.740073], [-2.235682, 2.608584, 3.013704], [-0.833837, 2.466483, 3.071016], [-2.805465, 0.766584, 1.315580], [-2.172630, 3.217452, 0.620148], [-2.748517, 0.819275, 4.701344], [-2.560162, 2.776506, 6.402058], [-2.645165, 4.244557, 5.348485], [-1.217851, 3.328307, 5.458834], [-4.919705, 2.075811, 5.162098], [-4.683326, 3.619111, 4.669100], [-6.118813, 2.642974, 3.015184], [-5.313723, 1.143810, 2.897563], [-4.512254, 3.788610, 1.841008], [-4.944076, 2.389047, 0.977743], [-3.623882, 0.217396, 1.781083], [-2.919425, 0.685302, 0.234610], [-1.817546, 0.366045, 1.542940], [-2.609156, 3.194109, -0.378349], [-2.165957, 4.226586, 1.032115], [-1.132112, 2.897662, 0.564040], [-2.779732, 0.205228, 3.801303], [-3.537743, 0.379606, 5.311173], [-1.779305, 0.704047, 5.186582], [-0.633892, 1.528205, 3.035564], [-0.111464, -5.597750, 0.343823], [-1.405935, -5.211711, 1.087491], [-1.538259, -6.221278, 2.149059], [-2.519573, -5.877016, 3.278735], [-2.049223, -4.553508, 3.953010], [-2.020650, -3.461225, 2.876105], [-1.263691, -3.799147, 1.626284], [-1.035898, -2.700312, 0.761346], [-3.560983, -3.127598, 2.695162], [-1.220172, -2.354324, 3.676962], [-2.689601, -5.369607, 0.189343], [-0.177500, -6.659316, 0.105441], [0.717809, -5.399022, 1.022721], [-0.049930, -5.055030, -0.599457], [-1.846888, -7.205979, 1.798050], [-0.564839, -6.412664, 2.600639], [-2.388378, -6.667777, 4.017377], [-3.528737, -5.904308, 2.867722], [-1.180188, -4.579346, 4.610437], [-2.874462, -4.427160, 4.653806], [-4.028718, -2.797508, 3.622724], [-3.528194, -2.299305, 1.987378], [-4.197434, -3.831754, 2.159260], [-0.203274, -2.663108, 3.919197], [-1.209503, -1.390794, 3.167468], [-1.709118, -2.191180, 4.637386], [-2.818369, -6.330740, -0.308408], [-2.744717, -4.622985, -0.602883], [-3.589421, -5.259888, 0.794639], [-0.223796, -2.301361, 1.082172]],
  "atomic_forces_ev_per_a": [[-0.34, 0.20, 0.06], [-0.32, 0.11, 0.26], [1.00, -2.72, -3.69], [-1.18, 0.64, 0.90], [2.99, 2.61, -0.48], [-1.91, -1.09, 2.86], [2.03, -0.09, 1.40], [-0.32, 1.69, 0.05], [1.88, 0.42, -1.04], [-1.56, -0.63, 0.37], [0.27, 0.78, 0.81], [-1.37, 0.13, -3.74], [0.04, 0.56, 1.07], [-0.23, -0.06, -1.06], [0.22, -0.57, 1.39], [0.71, 1.93, 1.83], [-0.15, -0.67, 0.69], [0.59, -0.54, -1.17], [-0.27, 0.16, 0.64], [-1.65, -0.54, -0.27], [-0.21, 0.31, -0.03], [-0.58, -0.38, 0.09], [-0.02, -0.25, 0.34], [0.50, -0.13, -0.46], [0.35, -0.78, -0.75], [0.03, 0.17, 0.05], [0.73, -0.49, -0.53], [-0.64, 0.73, 0.16], [0.18, -0.05, 0.43], [0.10, -0.64, -0.38], [-0.02, -1.04, -0.44], [-0.22, 0.19, 0.30], [0.14, -0.37, -0.11], [-0.47, 0.16, 0.00], [-0.45, -0.19, -0.42], [0.20, 0.16, 0.73], [1.96, 0.74, 0.01], [-0.28, 0.95, -0.01], [-0.15, 0.86, -0.56], [0.54, 0.09, 1.12], [0.19, 0.48, 2.18], [0.77, -1.33, -0.43], [0.16, -0.39, -0.65], [-0.51, 1.22, -1.75], [0.57, -0.58, 0.65], [-1.00, 0.06, -0.66], [-0.20, -1.45, -0.80], [-0.30, 0.11, -0.93], [-0.80, -0.65, 0.90], [-0.73, -0.53, 0.08], [-0.29, -0.38, 0.28], [0.52, -0.15, -0.18], [-0.60, -0.08, 0.31], [-0.27, -0.12, -0.63], [-0.06, -0.13, -0.57], [0.44, 0.29, -0.13], [-0.44, -0.25, -0.22], [-0.25, 0.60, 0.03], [0.45, 0.19, 0.27], [-0.12, 0.47, 0.23], [-0.52, -0.43, 0.06], [0.72, 0.22, 0.75], [-0.20, 0.03, -0.33], [0.55, 0.47, 0.08], [0.12, 0.58, 0.54], [-0.10, -0.76, 0.37], [0.28, -0.33, 0.09], [-1.16, 3.91, -0.02], [0.98, -0.78, 0.19], [-1.11, -0.39, 2.19], [0.00, 0.63, -1.39], [0.11, 2.69, -0.80], [0.02, -3.02, 0.45], [-2.07, 1.24, -0.16], [0.37, 0.03, -0.06], [0.41, -0.80, 1.38], [1.07, -1.59, -0.59], [-0.24, 0.34, 0.13], [-0.45, -0.24, 0.03], [0.11, -0.61, -0.38], [0.03, -0.46, -0.12], [0.34, 0.40, -0.83], [-0.09, 0.04, -0.26], [0.21, -0.30, 0.33], [0.74, 0.25, -0.10], [0.54, -0.16, -0.48], [0.22, -0.08, 0.16], [-0.05, 0.31, 0.04], [-0.03, -0.21, 0.13], [-0.42, -0.22, 0.36], [-0.19, 0.01, -0.24], [0.02, -0.04, -0.15], [0.20, -0.05, -0.04], [-0.01, 0.61, 0.30], [0.03, -0.34, 0.05], [0.08, -0.87, -0.15], [-0.67, 0.71, -0.52], [0.23, 0.42, -2.09], [-0.41, -0.88, 2.87], [2.28, -0.33, 0.24], [-1.83, -2.27, -1.02], [1.31, 0.58, 2.51], [-2.26, -0.20, 0.70], [-1.04, -2.88, 0.73], [0.61, 1.58, -1.98], [-0.89, 0.61, -0.96], [-0.44, 1.10, -0.34], [0.12, 0.06, 0.11], [0.19, -0.10, -0.33], [0.39, 0.08, 0.04], [0.09, 0.26, -0.82], [0.19, 0.13, 0.14], [-0.51, -0.10, -0.01], [-0.10, 0.38, 0.56], [0.38, -0.51, -0.59], [0.05, 1.05, 0.00], [0.38, -0.21, 0.03], [-0.36, 0.49, 0.09], [0.46, -0.52, 0.53], [-0.06, -0.13, -0.40], [0.19, 0.03, -0.09], [-0.26, -0.12, -0.07], [0.79, -0.23, 0.27], [0.14, 0.18, 0.03], [0.15, 0.10, 0.07], [0.74, 0.91, 0.38]],
  "mulliken_charge": [0.970, 1.363, 0.404, -0.364, -0.703, -0.649, -1.548, 1.351, -1.227, -0.828, -1.073, 1.157, 0.529, -0.092, -1.768, -1.414, -1.566, 0.357, 0.385, 0.430, 0.418, 0.467, 0.372, 0.421, 0.398, 0.441, 0.484, 0.338, 0.398, 0.260, 0.457, 0.389, 0.103, 0.267, 0.492, 0.310, -1.740, 2.209, -1.487, -0.690, -1.141, 1.258, 0.458, -0.154, -1.458, -1.658, -1.642, 0.597, -0.361, 0.415, 0.497, 0.544, 0.473, 0.311, 0.397, 0.442, 0.250, 0.390, 0.366, 0.348, 0.450, 0.367, 0.436, 0.528, -0.094, 0.092, -1.760, 1.571, -1.195, -0.534, -1.297, 1.446, 0.339, -0.338, -0.827, -1.607, -1.376, 0.442, 0.426, 0.353, 0.437, 0.452, 0.449, 0.280, 0.387, 0.414, 0.176, 0.005, 0.088, 0.372, 0.483, 0.341, 0.111, 0.356, 0.455, 0.417, -1.693, 1.362, -1.320, -0.787, -1.049, 1.101, 0.146, 0.972, -1.212, -1.584, -1.301, 0.435, 0.469, 0.207, 0.457, 0.439, 0.484, 0.345, 0.456, 0.398, 0.436, 0.071, 0.311, 0.475, -0.037, 0.572, 0.433, 0.119, 0.376, -0.079]
}